# 1
{"formula": "C3H9N", "method": "wB97M-V/def2-TZVPD", "spin_multiplicity": 1, "homo_lumo_gap_ev": 8.04, "e_above_lowest_kj_mol": 635.3, "species": ["N", "C", "C", "C", "H", "H", "H", "H", "H", "H", "H", "H", "H"], "positions_angstrom": [[-0.50412, 1.53032, -0.71572], [-1.09186, 0.34402, -0.63777], [-0.38951, 0.35938, 3.23012], [0.16352, 1.38551, -1.85147], [-0.70999, -0.53185, 2.64815], [-0.38101, 1.22355, 2.64488], [1.64196, -3.61396, -3.33021], [0.71333, 0.20517, 3.53674], [-0.92268, 0.56890, 4.14483], [2.22586, -4.00356, -3.62999], [-1.78372, 0.08934, -1.48983], [1.27443, 1.32647, -1.72633], [-0.23621, 1.11669, -2.82341]], "lowdin_charge": [-0.1507, 0.0537, -0.0603, -0.0774, 0.0214, -0.0284, -0.0011, 0.0449, 0.0020, 0.0012, 0.0389, 0.0927, 0.0630]}

=====

# 2
{"formula": "C38H43Cl4IrN3O2", "method": "wB97M-V/def2-TZVPD", "spin_multiplicity": 1, "homo_lumo_gap_ev": [6.03, 5.02], "charge": 1, "species": ["Ir", "Cl", "Cl", "Cl", "Cl", "O", "O", "N", "N", "N", "C", "C", "C", "C", "C", "C", "C", "C", "C", "C", "C", "C", "C", "C", "C", "C", "C", "C", "C", "C", "C", "C", "C", "C", "C", "C", "C", "C", "C", "C", "C", "C", "C", "C", "C", "C", "C", "C", "H", "H", "H", "H", "H", "H", "H", "H", "H", "H", "H", "H", "H", "H", "H", "H", "H", "H", "H", "H", "H", "H", "H", "H", "H", "H", "H", "H", "H", "H", "H", "H", "H", "H", "H", "H", "H", "H", "H", "H", "H", "H", "H"], "positions_angstrom": [[-0.08260, -1.00651, -0.51255], [-5.08700, 1.40249, 1.20565], [0.95960, -1.29191, -3.05125], [-0.83870, -3.30611, -4.03745], [2.02620, -3.67531, -4.25445], [-0.08970, -3.20551, -1.01455], [1.31560, -4.80661, -1.71345], [0.02000, 1.15719, -0.67725], [0.49810, -0.87181, 1.68515], [-2.38280, -1.07191, -0.23535], [-4.37660, 0.02559, 0.46585], [-0.78190, 1.72429, -2.93445], [-0.01700, 1.54349, 1.75665], [-2.51290, -0.03821, -3.30235], [3.36490, -1.52251, 1.31035], [-0.52900, 3.31369, 0.15915], [2.17310, -4.21791, 3.63585], [0.22640, 1.72719, -1.94425], [0.66670, -3.80911, -1.78695], [0.44620, 0.27349, 2.25865], [-0.82050, 4.18419, 1.17325], [2.39420, -2.32081, 2.15625], [3.04450, -1.64041, -0.17405], [1.69570, 2.81989, -3.51915], [2.57360, 2.48989, -1.22505], [-0.71470, 3.76829, 2.49945], [0.72940, -3.04341, -3.27725], [1.46920, 2.33419, -2.24135], [0.27980, -2.74631, 3.28215], [-5.15140, -0.99781, -0.06815], [-3.22470, 2.34219, -3.05675], [0.86950, -3.84941, 3.88805], [-4.49880, -2.05591, -0.67615], [0.73410, 2.74929, -4.50735], [-2.11410, -2.36481, 2.54935], [-0.50430, 2.21859, -4.19735], [2.92590, -3.43641, 2.78525], [-3.11240, -2.05731, -0.74405], [-0.15160, 1.96239, 0.38785], [3.50330, -0.06601, 1.76625], [3.86410, 1.81559, -1.69845], [-0.29720, 2.48449, 2.76245], [-1.14640, -2.48411, 3.71665], [-2.99470, -0.05851, 0.37005], [1.03890, -1.98661, 2.36895], [-1.25400, -1.29041, 4.67425], [2.81890, 3.98109, -0.96215], [-2.19500, 1.29359, -2.62245], [4.45170, 0.33929, 1.42275], [-3.36170, 2.33869, -4.13435], [0.28720, -4.42171, 4.59305], [-0.19690, 2.17089, 3.79085], [-3.13340, -2.54111, 2.88185], [-2.37930, 0.71109, 0.81805], [2.70780, 0.55969, 1.37005], [3.68120, 0.77299, -1.94635], [2.27590, 2.02379, -0.28085], [0.78970, 0.32779, 3.29395], [-2.28070, 1.17149, -1.53975], [-4.18740, 2.11959, -2.60625], [3.96250, -3.68461, 2.61455], [-2.56990, -2.86781, -1.20915], [3.78960, -1.11801, -0.76775], [-1.28410, 2.21789, -4.94115], [-1.84830, -0.82321, -2.95045], [-1.24510, -0.33951, 4.14745], [1.91180, 4.46319, -0.60255], [-3.53850, -0.32741, -3.08795], [-0.43440, -1.30531, 5.38885], [3.59530, 4.09809, -0.21025], [-1.44430, -3.36651, 4.29025], [-6.22670, -0.96291, 0.00415], [-2.92380, 3.33969, -2.74795], [-2.18610, -1.35001, 5.22975], [0.93460, 3.13229, -5.49525], [4.26740, 2.30729, -2.57945], [-0.94800, 4.44029, 3.30935], [-2.40050, 0.04929, -4.37965], [-0.62210, 3.62929, -0.86805], [4.61370, 1.86599, -0.91225], [3.13990, 4.49099, -1.86715], [4.34480, -1.99141, 1.45685], [3.49220, -0.01391, 2.85295], [2.59960, -5.09041, 4.10325], [3.02450, -2.68471, -0.47645], [2.05480, -1.18801, -0.38535], [-5.05970, -2.86631, -1.11145], [-1.13720, 5.18949, 0.94895], [2.64970, 3.26529, -3.74955], [-2.05860, -1.37281, 2.12155], [-1.86750, -3.09841, 1.78695]], "lowdin_charge": [1.2722, 0.7452, 0.6810, 0.6439, 0.6642, -0.1864, 0.0810, -0.0434, 0.0315, -0.0279, -0.6314, -0.1661, -0.1399, -0.0674, -0.3403, -0.0030, -0.0374, -0.2506, -0.8106, -0.1015, -0.0400, -0.1292, -0.0404, -0.0251, -0.3664, -0.0576, -1.4890, -0.1448, -0.1244, -0.0402, -0.0453, -0.0190, -0.0080, -0.0343, -0.0559, -0.0263, -0.0168, -0.1171, -0.2530, -0.0343, -0.0476, -0.0304, -0.3569, -0.1832, -0.1565, -0.0395, -0.0385, -0.3748, 0.0868, 0.0802, 0.1186, 0.1178, 0.0946, 0.1058, 0.0488, 0.0633, 0.1048, 0.1502, 0.0896, 0.0788, 0.1198, 0.1113, 0.0843, 0.1168, 0.0003, 0.0556, 0.0714, 0.0824, 0.0900, 0.0855, 0.1290, 0.1234, 0.0857, 0.0867, 0.1136, 0.0806, 0.1116, 0.0930, 0.1236, 0.0812, 0.0820, 0.1379, 0.0933, 0.1154, 0.0981, -0.0096, 0.1246, 0.1190, 0.1148, 0.0321, 0.0886]}

=====

# 3
{"formula": "C18H23Br2NO2ReSSbSe4", "method": "wB97M-V/def2-TZVPD", "spin_multiplicity": 2, "homo_lumo_gap_ev": [5.94, 6.17], "e_above_lowest_kj_mol": 466.8, "charge": -1, "species": ["Re", "Sb", "Br", "Br", "Se", "Se", "Se", "Se", "S", "O", "O", "N", "C", "C", "C", "C", "C", "C", "C", "C", "C", "C", "C", "C", "C", "C", "C", "C", "C", "C", "H", "H", "H", "H", "H", "H", "H", "H", "H", "H", "H", "H", "H", "H", "H", "H", "H", "H", "H", "H", "H", "H", "H"], "positions_angstrom": [[0.22253, 1.00598, -0.61955], [1.38783, 0.39398, -3.97045], [-0.30707, 4.22658, 2.53805], [1.38463, 2.34658, 0.84915], [2.03553, 1.26348, -1.76665], [2.34373, -1.56362, -4.89175], [0.86853, 1.98708, -5.67665], [-0.57107, 0.00268, -2.42165], [-1.67487, 1.96468, 0.21355], [-0.19157, 2.96588, -1.93145], [0.49473, -0.48582, 0.73405], [-1.47037, 3.03828, -2.19175], [2.27653, -2.08312, -1.56535], [0.04023, -3.33582, 2.87775], [2.86703, -2.15312, -0.15595], [1.98673, -3.70612, 1.56125], [-3.69927, 2.84448, -1.44545], [-2.34227, 2.67268, -1.21415], [3.60973, -0.87772, 0.25725], [1.10453, 2.85538, 2.55795], [-1.85497, 3.38318, -3.42425], [-2.38347, -1.44632, 1.30365], [-4.12247, 3.27728, -2.68435], [1.82573, -2.50732, 0.88435], [-0.19107, -2.14462, 2.21745], [-3.19317, 3.50118, -3.69595], [-1.20457, 0.05798, 2.95155], [1.12573, -4.12822, 2.55695], [-1.45997, -1.38382, 2.52475], [0.71783, -1.68742, 1.22835], [-0.66397, -3.65712, 3.63735], [-0.85537, 0.63948, 2.10465], [-1.05047, 3.53428, -4.14375], [0.79543, 1.99508, 3.14975], [1.29563, -5.06252, 3.07715], [-2.11417, 0.54618, 3.30405], [-2.66407, -2.47772, 1.08845], [1.29203, -1.59632, -1.52945], [-4.39187, 2.59718, -0.65205], [2.04183, 3.27588, 2.91975], [3.61903, -2.95162, -0.17125], [2.11633, -3.07732, -1.98235], [-5.17847, 3.41788, -2.86325], [2.97203, -1.53952, -2.22745], [-1.96037, -1.88702, 3.36545], [-1.87567, -1.06792, 0.41175], [-3.48577, 3.75738, -4.69975], [-0.44827, 0.11468, 3.73875], [2.82933, -4.32842, 1.28915], [4.18503, -0.47602, -0.57935], [2.91953, -0.10712, 0.61095], [-3.28937, -0.85622, 1.46045], [4.28603, -1.07722, 1.09015]], "lowdin_charge": [0.2330, -0.1485, 0.5503, 0.7307, 0.2380, -0.0890, -0.1582, 0.2172, 0.6099, -0.3546, -0.3493, -0.2489, -0.1798, -0.0608, -0.3594, -0.0552, -0.0761, -0.5979, -0.1005, -0.9954, -0.0292, -0.0635, -0.0688, -0.1238, -0.1443, -0.0445, -0.0942, -0.1067, -0.3573, -0.2505, 0.1038, -0.0320, 0.0727, 0.0008, 0.0902, 0.0833, 0.0823, -0.0216, 0.1093, 0.0161, 0.1234, 0.0750, 0.1039, -0.0156, 0.1271, 0.0393, 0.1078, 0.0844, 0.1046, 0.0621, 0.0085, 0.0751, 0.0771]}

=====

Number 1: energy -4740.524 eV. Number 2: energy -101591.210 eV. Number 3: energy -445597.604 eV.